Version one
C2H4N2 | ωB97M-V/def2-TZVPD

Computed properties:
E_LUMO in eV: 1.13
HOMO-LUMO gap in eV: 11.0
E_HOMO in eV: -9.90

Geometry as ORCA input:
```
! RIJCOSX wB97M-V def2-TZVPD def2/J DEFGRID3
* xyz 0 1
C -0.433 -0.513 -0.196
C 0.646 0.033 0.657
N 1.384 0.691 -0.391
N 0.969 -0.595 -0.547
H -0.801 -1.514 0.118
H -0.923 0.245 -0.871
H 1.182 -0.042 1.522
H 0.777 1.357 -0.717
*
```

Atomic partial charges in e from the Löwdin method, atoms 1 to 6: -0.06 -0.25 0.02 -0.08 0.12 0.12

---

Version two
C2H4N2 | ωB97M-V/def2-TZVPD

Computed properties:
E_LUMO in eV: 0.79
HOMO-LUMO gap in eV: 9.7
E_HOMO in eV: -8.92

Geometry as ORCA input:
```
! RIJCOSX wB97M-V def2-TZVPD def2/J DEFGRID3
* xyz 0 1
C -1.839 0.014 0.057
C 0.941 -0.163 0.168
N -0.625 -0.090 0.096
N -3.106 0.092 0.125
H 1.163 -0.703 1.081
H 1.235 -0.707 -0.718
H 1.306 0.855 0.190
H -3.634 0.029 -0.726
*
```

Atomic partial charges in e from the Löwdin method, atoms 1 to 6: -0.33 -0.01 0.05 0.06 0.07 0.07

---

Version three
C2H4N2 | ωB97M-V/def2-TZVPD

Computed properties:
E_LUMO in eV: -0.22
HOMO-LUMO gap in eV: 9.0
E_HOMO in eV: -9.18

Geometry as ORCA input:
```
! RIJCOSX wB97M-V def2-TZVPD def2/J DEFGRID3
* xyz 0 1
C 1.469 0.215 -0.084
C 0.245 -0.333 0.176
N -2.023 -0.118 -0.149
N -0.920 0.441 0.258
H 2.315 -0.499 -0.228
H 1.643 1.318 -0.070
H 0.186 -1.431 0.097
H -2.915 0.407 -0.002
*
```

Atomic partial charges in e from the Löwdin method, atoms 1 to 6: 0.03 -0.27 0.04 -0.09 0.06 0.07

---

Least stable structure: version one

---

Version one
C3H11NOS | ωB97M-V/def2-TZVPD

Computed properties:
E_LUMO (spin up / spin down) in eV: 3.37 / 3.29
HOMO-LUMO gap (spin up / spin down) in eV: 2.5 / 8.4
E_HOMO (spin up / spin down) in eV: 0.85 / -5.16

Geometry as ORCA input:
```
! RIJCOSX wB97M-V def2-TZVPD def2/J DEFGRID3
* xyz -1 2
C 1.335 1.384 0.967
C 1.583 -0.150 0.984
S 1.814 -0.635 -0.722
H 0.309 1.691 0.669
H 1.952 2.122 0.374
H 1.400 1.651 1.991
H 2.383 -0.473 1.626
H 0.603 -0.660 1.272
H 2.989 -1.294 -0.645
N -1.400 -0.072 -1.124
C -2.085 0.535 0.009
O -3.095 -0.350 0.544
H -0.454 -0.566 -0.973
H -2.011 -0.322 -1.901
H -1.261 0.485 0.800
H -2.587 1.457 -0.281
H -2.779 -1.250 0.373
*
```

Atomic partial charges in e from the Löwdin method, atoms 1 to 6: -0.28 -0.71 0.27 0.04 0.07 0.03

---

Version two
C3H11NOS | ωB97M-V/def2-TZVPD

Computed properties:
E_LUMO (spin up / spin down) in eV: 3.22 / 3.45
HOMO-LUMO gap (spin up / spin down) in eV: 2.2 / 8.8
E_HOMO (spin up / spin down) in eV: 1.03 / -5.35

Geometry as ORCA input:
```
! RIJCOSX wB97M-V def2-TZVPD def2/J DEFGRID3
* xyz -1 2
C 1.555 0.855 0.092
N 0.635 0.237 -0.875
C -0.084 -0.933 -0.397
C -0.811 -0.694 0.908
S -1.301 -2.175 1.813
H 2.275 1.428 -0.484
H 1.064 1.621 0.692
H 2.154 0.126 0.644
H 1.168 -0.005 -1.677
H 0.557 -1.807 -0.304
H -0.835 -1.206 -1.159
H -1.731 -0.116 0.808
H -0.185 -0.130 1.539
H -0.025 -2.628 1.990
H -0.746 1.498 -1.123
H -2.250 1.741 -1.375
O -1.442 2.186 -1.092
*
```

Atomic partial charges in e from the Löwdin method, atoms 1 to 6: -0.21 -0.16 -0.42 -0.71 0.35 0.06

---

Least stable structure: version one

---

Version one
C4H10O2 | ωB97M-V/def2-TZVPD

Computed properties:
E_LUMO in eV: 0.79
HOMO-LUMO gap in eV: 10.4
E_HOMO in eV: -9.62

Geometry as ORCA input:
```
! RIJCOSX wB97M-V def2-TZVPD def2/J DEFGRID3
* xyz 0 1
C 1.779 0.063 -1.363
C 1.415 -0.254 0.057
C -0.459 0.366 -0.070
O -1.097 -0.223 -1.170
C -1.166 0.004 1.234
O -2.571 -0.211 1.121
H 2.663 -0.432 -1.789
H 0.861 -0.322 -1.839
H 1.883 1.143 -1.503
H 1.687 -1.335 0.220
H 1.884 0.302 0.883
H -0.428 1.463 -0.268
H -1.969 0.195 -0.955
H -0.976 0.799 1.966
H -0.670 -0.917 1.527
H -2.836 -0.642 1.949
*
```

Atomic partial charges in e from the Löwdin method, atoms 1 to 6: -0.18 -0.12 -0.27 -0.06 -0.25 -0.07

---

Version two
C4H10O2 | ωB97M-V/def2-TZVPD

Computed properties:
E_LUMO in eV: 1.06
HOMO-LUMO gap in eV: 10.3
E_HOMO in eV: -9.22

Geometry as ORCA input:
```
! RIJCOSX wB97M-V def2-TZVPD def2/J DEFGRID3
* xyz 0 1
C 0.091 -0.829 -1.128
C -0.877 -0.954 0.013
C -0.318 0.055 1.033
C -0.893 1.454 0.880
O 1.666 -0.801 -0.639
O 2.442 0.244 -1.274
H 3.325 -0.101 -1.057
H 0.109 -1.722 -1.752
H -0.016 0.085 -1.711
H -1.900 -0.707 -0.280
H -0.829 -1.960 0.440
H -0.485 -0.332 2.042
H 0.809 0.124 0.901
H -0.657 1.882 -0.097
H -0.483 2.121 1.643
H -1.983 1.441 0.986
*
```

Atomic partial charges in e from the Löwdin method, atoms 1 to 6: -0.08 -0.19 -0.28 -0.12 -0.24 -0.07

---

Version three
C4H10O2 | ωB97M-V/def2-TZVPD

Computed properties:
E_LUMO in eV: 0.65
HOMO-LUMO gap in eV: 10.4
E_HOMO in eV: -9.77

Geometry as ORCA input:
```
! RIJCOSX wB97M-V def2-TZVPD def2/J DEFGRID3
* xyz 0 1
O -1.986 -0.404 -0.461
C -0.993 0.235 -0.057
C -0.502 1.434 -0.780
C -0.730 -1.555 1.730
C -0.261 -0.137 1.245
H -0.728 1.442 -1.859
H 0.570 1.656 -0.644
H -1.090 2.229 -0.291
H -0.466 -1.826 2.766
H -0.179 -2.217 1.042
H -1.811 -1.720 1.588
H -0.514 0.615 2.017
H 0.839 -0.137 1.123
O 2.792 0.318 -2.165
H 3.229 -0.081 -2.951
H 1.832 0.148 -2.302
*
```

Atomic partial charges in e from the Löwdin method, atoms 1 to 6: 0.04 -0.44 -0.04 -0.10 -0.17 0.09

---

Least stable structure: version two

---

Version one
C7H11NO | ωB97M-V/def2-TZVPD

Computed properties:
E_LUMO in eV: 0.85
HOMO-LUMO gap in eV: 9.7
E_HOMO in eV: -8.89

Geometry as ORCA input:
```
! RIJCOSX wB97M-V def2-TZVPD def2/J DEFGRID3
* xyz 0 1
C 1.321 -1.137 -0.252
C 1.030 1.279 -0.334
C -0.226 0.663 0.168
C -1.568 1.132 -0.281
C -1.351 -1.264 -0.485
C 0.004 -0.820 0.215
C -0.077 -0.057 1.555
H 1.187 -1.797 -1.366
H 1.884 -1.700 0.598
H 2.744 0.130 0.120
H 1.478 2.192 0.201
H 0.582 1.740 -1.375
H -1.958 1.854 0.557
H -1.721 1.712 -1.226
H -1.153 -1.377 -1.577
H -1.974 -2.186 -0.206
H 0.794 -0.290 2.059
H -0.782 -0.073 2.396
N 1.989 0.130 -0.546
O -2.204 -0.130 -0.222
*
```

Atomic partial charges in e from the Löwdin method, atoms 1 to 6: -0.20 -0.14 -0.37 -0.14 -0.08 -0.34

---

Version two
C7H11NO | ωB97M-V/def2-TZVPD

Computed properties:
E_LUMO (spin up / spin down) in eV: 0.44 / 0.44
HOMO-LUMO gap (spin up / spin down) in eV: 7.7 / 7.7
E_HOMO (spin up / spin down) in eV: -7.29 / -7.29

Geometry as ORCA input:
```
! RIJCOSX wB97M-V def2-TZVPD def2/J DEFGRID3
* xyz 0 1
C -1.641 0.603 -0.428
C 1.660 1.184 -1.961
C 0.602 -0.309 2.475
C -1.033 -1.803 -0.035
C 0.617 0.850 -0.946
C 0.069 0.083 1.137
C -1.066 -0.426 0.516
O -0.640 1.034 -1.386
N 0.897 0.804 0.327
H -2.471 0.215 -1.019
H -1.969 1.495 0.124
H 1.875 2.252 -1.987
H 2.583 0.673 -1.701
H 1.283 0.899 -2.941
H 0.104 0.294 3.236
H 0.392 -1.356 2.685
H 1.672 -0.132 2.535
H -0.581 -2.516 0.650
H -2.017 -2.163 -0.336
H -0.338 -1.680 -0.945
*
```

Atomic partial charges in e from the Löwdin method, atoms 1 to 6: -0.12 0.00 -0.03 -0.06 -0.39 -0.32

---

Version three
C7H11NO | ωB97M-V/def2-TZVPD

Computed properties:
E_LUMO in eV: 0.35
HOMO-LUMO gap in eV: 9.8
E_HOMO in eV: -9.46

Geometry as ORCA input:
```
! RIJCOSX wB97M-V def2-TZVPD def2/J DEFGRID3
* xyz 0 1
C -1.487 -1.514 0.506
C -1.516 -1.892 -0.799
C 0.613 -0.172 0.720
C 0.467 0.340 1.946
H -1.080 -2.167 1.262
H -2.131 -0.717 0.845
H 1.246 -1.038 0.564
H -2.251 -1.458 -1.467
H -1.120 -2.856 -1.090
H -0.331 -0.843 -1.511
H -0.078 1.256 2.119
H 0.820 -0.182 2.821
C 1.803 1.540 -0.689
C 0.520 0.703 -0.572
C -0.638 1.604 -0.436
O 0.397 -0.084 -1.708
N -1.558 2.281 -0.348
H 2.656 0.869 -0.740
H 1.904 2.195 0.175
H 1.763 2.135 -1.599
*
```

Atomic partial charges in e from the Löwdin method, atoms 1 to 6: -0.05 -0.09 -0.16 0.02 0.07 0.08

---

Least stable structure: version one

---

Version one
C7H11NO | ωB97M-V/def2-TZVPD

Computed properties:
E_LUMO in eV: 0.82
HOMO-LUMO gap in eV: 9.1
E_HOMO in eV: -8.28

Geometry as ORCA input:
```
! RIJCOSX wB97M-V def2-TZVPD def2/J DEFGRID3
* xyz 0 1
C -1.048 -1.610 -1.194
C 0.720 1.454 -1.380
C 0.556 0.715 1.054
C 0.282 -0.688 0.840
C -1.066 -0.571 -0.118
C 0.472 1.657 0.080
C 0.990 -1.732 1.234
O 0.468 1.043 2.381
N -2.129 0.021 0.187
H 0.610 1.993 2.478
H -2.064 0.726 0.916
H 0.403 2.692 0.402
H -1.306 -2.577 -0.763
H -1.806 -1.369 -1.936
H -0.064 -1.700 -1.644
H 0.732 -2.733 0.921
H 1.890 -1.590 1.818
H -0.136 1.799 -1.964
H 0.926 0.412 -1.609
H 1.570 2.059 -1.702
*
```

Atomic partial charges in e from the Löwdin method, atoms 1 to 6: -0.06 -0.09 -0.37 -0.17 -0.37 -0.12

---

Version two
C7H11NO | ωB97M-V/def2-TZVPD

Computed properties:
E_LUMO in eV: 0.69
HOMO-LUMO gap in eV: 10.0
E_HOMO in eV: -9.26

Geometry as ORCA input:
```
! RIJCOSX wB97M-V def2-TZVPD def2/J DEFGRID3
* xyz 0 1
C -3.949 0.901 0.250
C -2.553 0.460 0.237
C -1.399 0.097 0.337
C -0.027 -0.410 0.494
C 0.181 -1.674 -0.348
C 0.995 0.692 0.145
C 2.400 0.276 0.343
N 3.300 -0.114 1.051
H -4.570 0.231 -0.361
H -4.350 0.901 1.273
H -4.041 1.919 -0.153
H 0.115 -0.669 1.554
H 1.146 -2.139 -0.108
H -0.611 -2.406 -0.145
H 0.164 -1.429 -1.420
H 0.870 1.000 -0.904
H 0.827 1.580 0.773
O 3.732 0.081 -1.247
H 3.496 0.930 -1.642
H 4.275 -0.227 -0.127
*
```

Atomic partial charges in e from the Löwdin method, atoms 1 to 6: -0.11 -0.07 -0.02 -0.38 -0.06 -0.14

---

Least stable structure: version two

---

Version one
C7H11NO | ωB97M-V/def2-TZVPD

Computed properties:
E_LUMO in eV: 1.06
HOMO-LUMO gap in eV: 10.4
E_HOMO in eV: -9.38

Geometry as ORCA input:
```
! RIJCOSX wB97M-V def2-TZVPD def2/J DEFGRID3
* xyz 0 1
C -1.345 -1.316 -0.653
C 1.886 1.764 0.130
C 1.294 0.899 -0.670
C -1.658 -0.408 0.537
C 0.552 -0.422 -0.004
C -2.333 0.836 -0.149
C 1.810 -1.175 0.631
N -0.120 -1.331 -0.949
O -0.397 -0.166 1.047
H -1.977 -1.802 -1.365
H 2.480 2.544 -0.346
H 1.891 1.488 1.164
H 1.498 0.819 -1.725
H -2.327 -0.822 1.183
H -2.174 1.698 0.451
H -3.341 0.544 -0.531
H -1.791 1.043 -1.026
H 1.294 -1.960 1.273
H 2.446 -0.518 1.143
H 2.313 -1.715 -0.141
*
```

Atomic partial charges in e from the Löwdin method, atoms 1 to 6: -0.09 0.00 -0.07 -0.33 -0.46 -0.01

---

Version two
C7H11NO | ωB97M-V/def2-TZVPD

Computed properties:
E_LUMO in eV: 0.96
HOMO-LUMO gap in eV: 9.0
E_HOMO in eV: -8.00

Geometry as ORCA input:
```
! RIJCOSX wB97M-V def2-TZVPD def2/J DEFGRID3
* xyz 0 1
C -1.229 1.063 -1.310
C 0.005 0.208 -1.149
C 0.031 -1.276 -0.887
C -0.727 -1.702 0.402
C 0.316 0.299 1.152
C 1.263 1.471 1.141
C 1.093 0.625 -0.137
H -1.286 1.516 -2.299
H -1.303 1.848 -0.556
H -2.054 0.405 -1.236
H 1.052 -1.676 -0.728
H -0.827 -2.793 0.584
H -1.752 -1.245 0.418
H 0.928 -1.578 1.692
H -0.736 0.713 1.066
H 2.287 1.485 1.545
H 0.793 2.465 1.214
H 2.018 0.004 -0.211
N 0.040 -1.082 1.542
O 0.085 -0.752 -2.243
*
```

Atomic partial charges in e from the Löwdin method, atoms 1 to 6: 0.00 -0.39 -0.22 -0.14 -0.30 -0.04

---

Version three
C7H11NO | ωB97M-V/def2-TZVPD

Computed properties:
E_LUMO in eV: 1.02
HOMO-LUMO gap in eV: 9.0
E_HOMO in eV: -7.98

Geometry as ORCA input:
```
! RIJCOSX wB97M-V def2-TZVPD def2/J DEFGRID3
* xyz 0 1
C 1.166 -1.590 1.273
C 0.138 -0.528 1.613
C -0.256 0.382 0.416
C 0.237 0.037 -0.832
C -0.341 1.178 -1.691
C -1.264 1.504 0.493
C 0.913 -1.273 -1.101
H 1.133 -2.431 1.996
H 2.150 -1.343 1.308
H 0.301 0.031 2.535
H -0.797 -1.072 1.643
H -1.056 0.621 -2.330
H 0.418 1.552 -2.370
H -1.674 2.817 -1.253
H -2.247 1.061 0.623
H -1.039 1.941 1.415
H 1.973 -1.153 -1.085
H 0.515 -1.801 -1.908
N -1.056 2.114 -0.848
O 0.787 -2.050 0.104
*
```

Atomic partial charges in e from the Löwdin method, atoms 1 to 6: -0.29 -0.09 -0.15 -0.10 -0.20 -0.14

---

Least stable structure: version two